Formula: C5H10O2
Source: the Open Molecules 2025 dataset
Level of theory: wB97M-V/def2-TZVPD

The geometry in XYZ format:
```
17
Properties=species:S:1:pos:R:3:forces:R:3:lowdin_charge:R:1
C -0.6179 -1.3238 0.3690 -0.2572 0.1724 -0.3760 -0.05
C -0.5668 0.0453 -0.3232 -0.0373 -0.2102 -0.0815 -0.44
C 0.8868 -0.1250 -0.7363 -0.2647 0.2206 -0.2352 -0.12
C 0.9572 -1.4520 0.0337 0.3305 -0.2094 0.1025 -0.13
O 1.1467 1.8973 1.6773 0.0835 0.9735 -0.0552 -0.06
C -1.5272 0.9643 -0.9336 -0.0491 -0.0673 -0.3327 -0.06
O -1.0336 1.1940 0.3812 -0.0568 0.1324 0.0157 -0.07
H -1.1316 -2.0757 -0.2396 0.0928 0.1262 -0.0418 0.10
H 1.0443 1.0108 1.9945 -0.0278 -0.7186 0.3748 0.02
H -1.2212 -1.2951 1.3029 1.2342 -0.0784 -0.0248 0.12
H 1.5331 0.6742 -0.3711 -0.0041 -0.1295 -0.1109 0.11
H 0.9969 -0.2716 -1.8094 0.0468 0.2589 -0.0888 0.11
H 1.8813 -1.4616 0.6517 -1.2819 -0.1468 0.6847 0.11
H 1.0855 -2.3099 -0.6257 -0.0460 0.0242 -0.0269 0.09
H 0.2629 2.1084 1.3292 0.3788 -0.1209 0.0213 0.03
H -2.5952 0.7839 -1.0180 0.1051 -0.1585 0.0940 0.11
H -1.1013 1.6365 -1.6827 -0.2466 -0.0685 0.0807 0.12
```
Positions in Å, forces in eV/Å.

## Properties
- HOMO (eV) = -10.23
- Kohn-Sham gap (hartree) = 0.40908
- structure (SMILES) = C1CC2(C1)CO2.O
- LUMO (eV) = 0.901
- energy above the lowest of the compared OMol25 structures with the same formula, charge and spin (kJ/mol) = 330.4


Formula: C5H10O2
Source: the Open Molecules 2025 dataset
Level of theory: wB97M-V/def2-TZVPD

The geometry in XYZ format:
```
17
Properties=species:S:1:pos:R:3:forces:R:3:lowdin_charge:R:1
C 1.3124 1.0771 0.8377 0.0357 0.0379 0.1213 -0.01
C 0.2632 0.6220 -0.1464 -0.1570 0.1408 0.4157 -0.53
C -0.8638 -0.2086 0.4505 0.0861 0.0660 -0.0625 -0.09
C -0.4480 -1.6864 0.3549 0.4214 0.0920 0.0862 -0.25
O -1.4923 -2.5510 -0.0403 -0.3204 0.0570 -0.0817 -0.06
C 0.1510 1.3574 -1.4010 -0.0961 0.1033 -0.1734 -0.07
O 0.8460 0.0938 -1.3297 0.2094 0.6924 -0.5037 -0.05
H 0.9426 1.9048 1.4499 0.0465 -0.0915 0.0016 0.09
H 1.5778 0.2465 1.4996 0.0191 0.1103 -0.0213 0.09
H 2.2143 1.3904 0.3036 -0.1664 0.0214 0.0937 0.09
H -1.8139 -0.0462 -0.0776 0.2572 -0.0696 -0.0328 0.12
H -1.0229 0.1219 1.4827 -0.0712 -0.1423 -0.1275 0.12
H -0.0887 -2.0718 1.3140 -0.0504 0.0905 -0.1304 0.12
H 0.3832 -1.7054 -0.3696 -0.3192 -0.4497 0.3064 0.11
H -1.9359 -2.1369 -0.7900 0.0528 -0.1920 0.0214 0.08
H 0.6980 2.3033 -1.4991 0.2736 -0.5617 -0.1839 0.12
H -0.7228 1.2889 -2.0391 -0.2212 0.0952 0.2708 0.11
```
Positions in Å, forces in eV/Å.

## Properties
- HOMO (eV) = -10.06
- Kohn-Sham gap (hartree) = 0.40266
- structure (SMILES) = C[C@@]1(CCO)CO1
- LUMO (eV) = 0.900
- energy above the lowest of the compared OMol25 structures with the same formula, charge and spin (kJ/mol) = 241.6


Formula: C5H10O2
Source: the Open Molecules 2025 dataset
Level of theory: wB97M-V/def2-TZVPD

The geometry in XYZ format:
```
17
Properties=species:S:1:pos:R:3:forces:R:3:lowdin_charge:R:1
O -1.2730 -1.3574 -1.1263 0.1280 -0.0883 -0.1830 0.01
C -0.9760 -0.0301 -0.8417 -0.0974 0.2948 0.0172 -0.28
C -0.5204 0.3227 0.5502 -0.0713 0.0755 0.1470 -0.16
C 0.0061 -0.8373 1.3915 -0.0095 -0.0557 0.0159 -0.11
C 1.4553 -0.9365 0.9075 0.0509 -0.1472 0.2233 -0.17
O 1.4040 -0.5929 -0.4788 0.0081 -0.0022 -0.0495 -0.08
C 0.4409 0.4180 -0.6046 0.0183 0.2150 -0.1115 -0.25
H -0.6879 -1.6427 -1.8383 -0.0248 -0.0641 0.1095 0.11
H -0.9905 2.9739 -1.5718 0.0271 0.0735 0.0315 0.04
H -1.6351 0.6932 -1.3255 0.1225 -0.1482 0.0888 0.12
H -0.9293 1.2032 1.0366 0.0644 -0.1427 -0.1032 0.13
H -0.0722 -0.6413 2.4642 0.0361 0.0175 -0.1608 0.11
H -0.5391 -1.7563 1.1564 0.0704 0.1193 0.0846 0.11
H 1.9027 -1.9303 0.9927 -0.0996 0.1087 -0.0299 0.12
H 2.0891 -0.2126 1.4438 -0.0659 -0.1084 -0.0998 0.12
H 0.8128 1.3540 -1.0135 -0.0911 -0.1693 0.0631 0.12
H -0.5137 3.2621 -1.0802 -0.0662 0.0218 -0.0433 0.05
```
Positions in Å, forces in eV/Å.

## Properties
- HOMO (eV) = -9.39
- Kohn-Sham gap (hartree) = 0.38119
- structure (SMILES) = O[C@H]1[C@H]2CCO[C@@H]12.[H][H]
- LUMO (eV) = 0.981
- energy above the lowest of the compared OMol25 structures with the same formula, charge and spin (kJ/mol) = 326.4


Formula: C5H10O2
Source: the Open Molecules 2025 dataset
Level of theory: wB97M-V/def2-TZVPD

The geometry in XYZ format:
```
17
Properties=species:S:1:pos:R:3:forces:R:3:lowdin_charge:R:1
C -2.1821 -0.4077 0.6811 -0.1461 0.0566 0.0606 -0.05
C -1.9038 0.5548 -0.4412 -0.5762 0.3883 0.0984 -0.38
O -1.7026 1.7391 -0.2775 -0.6688 -0.1708 -0.0701 0.02
C 0.5485 -0.3234 -0.5920 0.0248 -0.0440 -0.3653 -0.23
C 1.8670 0.4187 -0.6684 0.3177 0.0399 -0.0836 -0.10
C 2.0488 -0.1345 0.7551 0.5021 0.1137 0.1900 -0.17
O 0.8386 -0.9095 0.6789 0.1298 -0.0855 0.0295 -0.12
H -3.2244 -0.2030 0.9369 -0.0664 -0.1820 0.1921 0.09
H -2.0823 -1.4593 0.3948 -0.0048 0.2486 -0.0747 0.09
H -1.5531 -0.2081 1.5525 -0.1291 0.0737 -0.1900 0.09
H -1.9288 0.1125 -1.4618 -0.2351 0.2159 0.0923 0.13
H -0.1620 0.4765 -0.4935 0.1434 -0.5952 -0.0916 0.04
H 0.2554 -1.0663 -1.3440 0.1415 0.1927 0.0556 0.14
H 2.5585 0.0716 -1.4307 0.2018 0.0050 0.1497 0.10
H 1.7169 1.5009 -0.7417 0.2782 -0.2365 -0.0245 0.11
H 1.9858 0.6150 1.5519 0.1051 -0.0994 -0.0846 0.12
H 2.9196 -0.7775 0.8997 -0.0179 0.0792 0.1161 0.11
```
Positions in Å, forces in eV/Å.

## Properties
- HOMO (eV) = -9.60
- Kohn-Sham gap (hartree) = 0.38868
- LUMO (eV) = 0.976
- energy above the lowest of the compared OMol25 structures with the same formula, charge and spin (kJ/mol) = 335.6